Density functional theory data (wB97M-V/def2-TZVPD) for a 3-piece molecular cluster, C35H58ClF9N2O7PS3Si overall in a non-equilibrium geometry.

```
117
Properties=species:S:1:pos:R:3:mulliken_charge:R:1
C -5.061 -0.946 3.952 -0.659
O -4.721 -0.021 2.854 -0.240
C -4.652 -0.713 1.558 -1.089
C -3.189 -0.595 0.796 0.015
C -2.018 -1.019 1.862 -0.293
Cl -0.982 -2.450 1.188 -0.020
C -1.111 0.217 2.437 -0.751
C -1.549 1.701 1.895 -0.944
S -0.401 3.085 2.421 1.250
O 1.013 2.447 2.689 -0.630
O -0.164 4.133 1.268 -0.644
C -0.912 3.966 3.993 0.542
F -2.217 4.666 3.698 -0.243
F 0.103 5.058 4.215 -0.239
C -1.124 2.990 5.295 0.719
F -2.316 2.118 4.979 -0.275
F 0.007 2.030 5.521 -0.290
C -1.501 3.776 6.688 0.430
F -2.812 3.223 7.190 -0.278
F -1.711 5.238 6.539 -0.240
C -0.419 3.469 7.926 0.631
F -0.539 2.059 8.423 -0.211
F -0.863 4.330 9.085 -0.230
F 0.966 3.877 7.598 -0.198
N -1.686 1.563 0.366 -0.090
C -0.423 1.085 -0.313 -0.032
C -0.310 1.498 -1.912 -0.643
C -0.161 0.107 -2.775 -0.368
C 0.775 0.285 -4.149 -0.740
C 1.925 -0.909 -4.261 0.277
C 3.457 -0.347 -4.055 -0.658
C 4.258 -0.319 -5.510 -0.464
C 5.380 -1.503 -5.675 -0.655
Si 4.875 -2.959 -6.826 0.434
C 3.122 -2.714 -7.675 -0.969
C 6.128 -3.118 -8.329 -1.089
C 4.976 -4.701 -5.923 0.394
C 3.607 -5.626 -5.796 -0.181
C 3.729 -7.094 -5.067 -0.394
C 5.218 -7.533 -4.511 -0.355
C 6.579 -6.596 -4.599 -0.486
C 6.455 -5.115 -5.339 -0.226
C -2.943 0.802 -0.012 -0.070
P -4.380 2.067 0.071 0.377
N -5.320 1.767 -1.245 -0.785
H -5.880 -1.737 3.681 0.330
H -4.085 -1.440 4.379 0.227
H -5.515 -0.304 4.849 0.257
H -5.568 -0.466 0.832 0.279
H -4.779 -1.875 1.803 0.532
H -3.203 -1.461 -0.028 0.501
H -2.570 -1.492 2.810 0.213
H -1.212 0.242 3.621 0.437
H 0.045 0.018 2.233 0.339
H -2.619 1.945 2.366 0.439
H -1.841 2.561 0.028 0.626
H 0.566 1.516 0.192 0.349
H -0.343 -0.080 -0.234 -0.005
H 0.524 2.301 -2.134 0.427
H -1.347 1.984 -2.251 0.270
H -1.220 -0.343 -3.091 0.216
H 0.373 -0.774 -2.171 0.133
H 0.032 0.081 -5.059 0.287
H 1.264 1.348 -4.204 0.393
H 1.767 -1.788 -3.505 0.157
H 1.855 -1.396 -5.348 -0.290
H 3.415 0.721 -3.536 0.330
H 4.023 -1.087 -3.342 0.207
H 4.854 0.715 -5.510 0.327
H 3.503 -0.239 -6.412 0.190
H 6.373 -1.001 -6.060 0.319
H 5.622 -1.977 -4.610 0.312
H 3.038 -1.639 -8.142 0.297
H 2.264 -2.900 -6.900 0.121
H 3.034 -3.495 -8.575 0.325
H 5.583 -2.882 -9.364 0.276
H 7.077 -2.446 -8.195 0.294
H 6.479 -4.232 -8.401 0.322
H 2.595 -5.240 -6.243 0.186
H 2.779 -7.774 -4.960 0.281
H 5.335 -8.588 -4.013 0.274
H 7.611 -6.969 -4.171 0.297
H 7.390 -4.413 -5.433 0.257
H -2.820 0.535 -1.169 0.274
H -3.857 3.414 -0.076 0.143
H -5.117 2.037 1.308 0.152
H -6.281 1.565 -0.893 0.261
C 1.453 -6.772 1.297 -0.644
C 2.717 -5.961 1.579 -0.570
C 3.348 -5.611 0.232 -0.656
S 2.007 -5.552 -0.947 1.072
O 2.187 -6.624 -1.903 -0.627
O 1.789 -4.179 -1.354 -0.598
C 0.721 -6.023 0.193 -0.125
H 0.832 -6.879 2.191 0.362
H 1.728 -7.776 0.952 0.314
H 2.449 -5.040 2.111 0.255
H 3.419 -6.512 2.212 0.319
H 3.848 -4.639 0.262 0.351
H 4.051 -6.382 -0.093 0.362
H -0.026 -6.634 -0.317 0.429
H 0.261 -5.107 0.576 -0.198
C -4.806 7.834 6.442 -0.858
C -3.976 7.106 5.386 -0.059
C -4.424 7.618 4.018 -0.681
S -5.020 9.283 4.278 1.154
O -6.441 9.311 4.004 -0.653
O -4.094 10.220 3.673 -0.668
C -4.785 9.302 6.044 -0.723
H -4.404 7.685 7.448 0.331
H -5.835 7.456 6.429 0.368
H -2.914 7.335 5.535 0.158
H -4.091 6.020 5.458 0.148
H -3.597 7.636 3.304 0.337
H -5.249 7.022 3.618 0.375
H -5.574 9.888 6.520 0.427
H -3.808 9.751 6.247 0.350
```

Summary:
maximum force	0.2017	Eh/bohr
total charge	+1
LUMO	-4.480	eV
spin multiplicity	1
gap between HOMO and LUMO	0.184	Eh
total energy	-5187.87970	hartree